(i)
The following is a quantum chemistry calculation of a cluster of 2 separate species, C5H8NO in total, from the OMol25 dataset.

HOMO = -14.00 eV
Net charge = +1
Kohn-Sham gap = 7.76 eV

CARTESIAN COORDINATES (ANGSTROEM)
C -4.2303 0.4772 0.6068
C -0.6440 -1.5399 -0.8829
C -0.0726 -0.6341 -0.2158
C 0.9078 1.6239 -0.4212
C 0.6502 0.3698 0.4178
N -3.3171 0.8592 0.0153
O -2.3258 1.1702 -0.5576
H -5.1374 0.2729 1.0916
H -0.1465 -2.4309 -1.2517
H -1.6918 -1.5176 -1.1613
H -0.0353 2.1305 -0.6194
H 1.3730 1.3773 -1.3713
H 1.5641 2.2942 0.1256
H 0.2268 0.6112 1.4013
H 1.6164 -0.1252 0.6488

These are the Mulliken partial charges, in e, on atoms 1 to 2: -0.185, -0.597

(ii)
The following is a quantum chemistry calculation of a cluster of 2 separate species, C5H8NO in total, from the OMol25 dataset.

HOMO (alpha / beta) = -15.26 / -12.56 eV
Net charge = +1
Kohn-Sham gap (alpha / beta) = 8.20 / 5.46 eV

CARTESIAN COORDINATES (ANGSTROEM)
C 1.3010 -1.6888 1.8011
C -0.4523 -2.4954 0.7677
C -0.0950 0.6875 -0.7108
C 1.0377 1.4726 -0.4877
C -1.3980 1.1310 -1.0083
N 1.7820 -0.6426 1.8524
O 0.6701 -2.7726 1.4899
H -1.1204 -3.2582 1.0078
H -0.6584 -1.4465 0.6013
H 0.8492 2.5913 -0.4144
H 1.6973 1.6358 -1.3795
H 1.7290 0.9460 0.2468
H -1.1342 1.7292 -1.9809
H -1.9988 1.7540 -0.3568
H -2.2091 0.3567 -1.4285

These are the Mulliken partial charges, in e, on atoms 1 to 2: 0.624, -0.335

Which of them is least stable? Easy: (ii).

(i)
The following is a quantum chemistry calculation of a cluster of 2 separate species, C5H8NO in total, from the OMol25 dataset.

HOMO = -14.32 eV
Net charge = +1
Kohn-Sham gap = 9.11 eV

CARTESIAN COORDINATES (ANGSTROEM)
C 1.2493 -0.8945 -0.6556
C -0.2932 -0.1992 2.0037
C 0.5931 1.5875 0.5313
C 0.1014 -0.9142 -1.0260
C -1.2552 -0.8623 -1.5715
N 0.1655 0.5180 1.0542
O 1.3133 1.7680 -0.4983
H 1.6793 1.0592 -1.0018
H 2.0528 -0.9971 -0.0047
H -1.3415 -0.3987 2.0943
H 0.2733 -0.2448 2.9477
H 0.2095 2.4821 1.0739
H -1.6763 0.0255 -1.1995
H -1.7494 -1.7434 -1.1496
H -1.3218 -1.1860 -2.5983

These are the Mulliken partial charges, in e, on atoms 1 to 2: -0.759, -0.178

(ii)
The following is a quantum chemistry calculation of a cluster of 2 separate species, C5H8NO in total, from the OMol25 dataset.

HOMO = -13.33 eV
Net charge = +1
Kohn-Sham gap = 8.64 eV

CARTESIAN COORDINATES (ANGSTROEM)
C -0.1910 -1.4590 -0.1225
C 3.2250 -0.0744 -0.3078
C 1.1428 1.1035 -0.1634
C -0.7140 -0.3751 -0.3868
C -2.9109 0.3878 -0.0021
N 2.2363 0.6073 -0.2451
O -1.6836 0.3034 -0.7963
H -0.7784 -2.3184 -0.1862
H 0.8328 -1.5942 0.2413
H 3.6958 -0.4137 0.5666
H 3.6456 -0.0080 -1.2431
H 0.7287 2.1383 -0.1791
H -2.6820 0.5741 1.0059
H -3.3004 -0.6400 0.1166
H -3.6342 0.9708 -0.5225

These are the Mulliken partial charges, in e, on atoms 1 to 2: -0.462, -0.341

(iii)
The following is a quantum chemistry calculation of the ion C5H8NO with charge +1, from the OMol25 dataset.

HOMO = -13.91 eV
Net charge = +1
Kohn-Sham gap = 8.07 eV

CARTESIAN COORDINATES (ANGSTROEM)
C 0.8100 1.3036 -0.0930
C -1.1233 -0.5549 -0.3759
C 0.2243 -1.0189 0.1659
C -1.4689 0.8129 0.1881
C 2.5801 -0.1946 -0.0256
N 1.2460 0.0314 0.0020
O -0.3792 1.7293 0.0079
H 1.5852 2.0599 -0.2434
H -1.0904 -0.5060 -1.4671
H -1.8932 -1.2743 -0.0991
H 0.1518 -1.2685 1.2279
H 0.5619 -1.9065 -0.3742
H -2.3251 1.2702 -0.3155
H -1.6824 0.7724 1.2629
H 2.8031 -1.2560 0.1391

These are the Mulliken partial charges, in e, on atoms 1 to 2: 0.146, -0.633

Which of them is least stable? Easy: (ii).

(i)
The following is a quantum chemistry calculation of the molecule CH2N2P2, from the OMol25 dataset.

SMILES = c1n[pH]np1
HOMO = -9.48 eV
Kohn-Sham gap = 8.87 eV

CARTESIAN COORDINATES (ANGSTROEM)
C 1.1419 -0.2070 -0.1365
N 0.1693 -0.0972 0.6828
N 0.2398 2.3171 -0.5774
P 1.2771 1.4048 -1.3003
P -0.5636 1.2659 1.1374
H 1.6965 -1.0577 -0.0799
H -1.6946 1.2433 0.2685

These are the Mulliken partial charges, in e, on atoms 1 to 2: -0.176, -0.323

(ii)
The following is a quantum chemistry calculation of a structure of composition CH2N2P2, from the OMol25 dataset.

HOMO = -9.48 eV
Kohn-Sham gap = 8.38 eV

CARTESIAN COORDINATES (ANGSTROEM)
C 0.8833 -0.3931 -0.6493
N 0.4617 -0.1993 0.6098
N 0.0196 1.8858 -0.7624
P 0.7237 1.0094 -1.8314
P -0.0287 1.3014 0.7910
H 1.1444 -1.4096 -1.0854
H -1.5041 1.0525 0.8044

These are the Mulliken partial charges, in e, on atoms 1 to 2: -0.037, -0.364

Which of them is least stable? Easy: (i).

(i)
The following is a quantum chemistry calculation of a structure of composition C3H7INS, from the OMol25 dataset.

HOMO = -13.60 eV
Net charge = +1
Kohn-Sham gap = 7.31 eV

CARTESIAN COORDINATES (ANGSTROEM)
C -0.9481 0.4021 0.9379
C -0.4854 0.5140 -1.0356
C -0.5831 -0.5761 -0.0469
N -0.9574 1.4575 -0.0716
S -0.6410 -2.2782 -0.0207
I 2.9479 -0.2806 0.3722
H -1.9812 0.2983 1.2989
H -0.4997 0.3833 2.0174
H 0.5457 0.7616 -1.3141
H -1.0441 0.6260 -1.9683
H -0.3804 2.2648 -0.0810
H 4.1618 -1.0659 1.1461
H -0.1350 -2.5069 -1.2343

These are the Mulliken partial charges, in e, on atoms 1 to 2: -0.404, -0.170

(ii)
The following is a quantum chemistry calculation of the ion C3H7INS with charge +1, from the OMol25 dataset.

HOMO (alpha / beta) = -13.36 / -13.05 eV
Net charge = +1
Kohn-Sham gap (alpha / beta) = 7.92 / 7.33 eV

CARTESIAN COORDINATES (ANGSTROEM)
C 0.7899 0.1054 0.7553
C -0.1723 -0.8741 1.1987
C -0.6789 0.1546 -1.3498
N 0.4982 0.6254 -0.6562
S -1.7892 -0.0360 1.1270
I -1.6861 1.3672 -2.6850
H 0.4828 0.9331 1.4154
H 1.7972 -0.2405 0.8336
H -0.2797 -1.9063 0.5354
H -0.1096 -1.1611 2.2296
H -0.7235 -0.9734 -1.4315
H 0.5839 1.6808 -0.6580
H 1.2871 0.3249 -1.3144

These are the Mulliken partial charges, in e, on atoms 1 to 2: -0.369, -0.713

(iii)
The following is a quantum chemistry calculation of a structure of composition C3H7INS, from the OMol25 dataset.

HOMO (alpha / beta) = -11.85 / -13.52 eV
Net charge = +1
Kohn-Sham gap (alpha / beta) = 6.84 / 8.77 eV

CARTESIAN COORDINATES (ANGSTROEM)
C -0.6605 -0.9873 -1.0898
C -0.0295 -0.1107 0.9676
C 1.1154 0.4643 0.0282
N -1.2248 -0.3182 0.1374
S 0.8563 2.1597 -0.1826
I 2.9025 -0.4098 -0.0296
H -0.9656 -0.5974 -2.0099
H -0.6662 -2.1376 -1.0601
H 0.3438 -0.9528 1.6285
H -0.2286 0.6699 1.7508
H -1.4527 0.6874 -0.0135
H -1.9829 -0.8450 0.5234
H 1.9926 2.3775 -0.6503

These are the Mulliken partial charges, in e, on atoms 1 to 2: -0.594, -0.925

Which of them is least stable? Easy: (iii).